This record from OMol25 describes 11 unconnected molecules or ions with the total composition C47H124N14O17. The level of theory is the ωB97M-V functional and the def2-TZVPD basis.

Each line ends with the Löwdin charge.
Geometry (Å):
C1 -2.9449 4.7876 -0.9405  -0.091
O1 -1.5250 4.6643 -1.1703  -0.210
C2 -1.1636 4.8575 -2.5676  -0.172
C3 -0.4741 6.1959 -2.9262  -0.486
C4 -1.3871 7.3804 -2.8043  -0.058
N1 0.0003 6.0620 -4.2736  0.027
H1 -3.0913 4.6682 0.1256  0.070
H2 -3.5285 4.0399 -1.4985  0.079
H3 -3.2709 5.7880 -1.1820  0.071
H4 -0.5549 4.0387 -2.9244  0.085
H5 -2.0852 4.8713 -3.2241  0.138
H6 0.4084 6.3993 -2.3329  0.118
H7 -0.8360 8.3492 -2.8130  0.091
H8 -1.8480 7.3187 -1.7924  0.072
H9 -2.1107 7.3300 -3.6001  0.074
H10 -0.7647 6.1626 -4.9564  0.079
H11 0.4608 5.1056 -4.4026  0.084
C5 0.1569 -3.8930 1.2322  -0.058
O2 -0.4520 -3.6215 2.5280  -0.203
C6 0.2209 -2.6542 3.3217  -0.232
C7 -0.0214 -2.9032 4.7782  -0.395
C8 -1.4639 -2.5392 5.0288  -0.043
N2 1.0156 -2.1655 5.5782  0.066
H12 1.2085 -4.1957 1.3540  0.088
H13 -0.0026 -3.0298 0.5256  0.089
H14 -0.4231 -4.7376 0.8712  0.066
H15 1.2689 -2.7737 3.1527  0.088
H16 -0.0345 -1.5953 3.1516  0.116
H17 0.1378 -3.9710 4.9543  0.143
H18 -2.0744 -2.9149 4.2323  0.056
H19 -1.5650 -1.4717 5.0778  0.062
H20 -1.8747 -2.9408 5.9794  0.092
H21 1.0352 -2.4444 6.5359  0.075
H22 0.8457 -1.1789 5.4528  0.041
C9 -7.4509 -1.7919 0.0453  -0.122
O3 -6.7967 -2.4964 1.0458  -0.198
C10 -5.5110 -1.9684 1.3210  -0.227
C11 -4.8794 -2.9324 2.3234  -0.216
N3 -4.6535 -4.2185 1.7543  -0.054
C12 -3.4866 -4.3405 0.9198  -0.198
C13 -3.1819 -5.8366 0.7696  -0.180
O4 -4.3984 -6.5203 0.3463  -0.248
C14 -4.3480 -7.9115 0.5108  -0.124
H23 -8.4921 -2.0836 -0.1684  0.092
H24 -6.8806 -1.9045 -0.9121  0.084
H25 -7.4886 -0.7420 0.3968  0.092
H26 -5.5776 -0.9302 1.7423  0.130
H27 -4.9003 -1.9081 0.4064  0.103
H28 -5.5116 -2.9798 3.2291  0.123
H29 -3.8827 -2.4520 2.6279  0.131
H30 -5.5030 -4.3575 1.1871  0.115
H31 -2.6254 -4.0009 1.5195  0.101
H32 -3.5500 -3.8545 -0.0705  0.110
H33 -2.9370 -6.3174 1.7298  0.120
H34 -2.4151 -6.0471 0.0095  0.117
H35 -4.0637 -8.0851 1.5593  0.080
H36 -3.5809 -8.4275 -0.1426  0.105
H37 -5.3820 -8.2282 0.4429  0.083
C15 -0.9193 9.3314 0.4967  -0.077
O5 -1.7057 8.3174 1.1361  -0.171
C16 -1.1348 7.8519 2.2804  -0.294
C17 -0.7257 6.4336 2.1120  -0.220
N4 0.3584 6.3172 1.1624  -0.022
C18 1.1155 5.0491 1.2593  -0.202
C19 2.2939 5.0938 0.3587  -0.263
O6 1.8645 4.9220 -0.9476  -0.196
C20 2.9771 4.8097 -1.8001  -0.101
H38 -1.2780 9.4626 -0.5157  0.073
H39 0.1027 8.9646 0.4458  0.083
H40 -0.9057 10.2424 1.0454  0.074
H41 -1.8506 7.9928 3.1016  0.127
H42 -0.3020 8.4385 2.6073  0.114
H43 -1.6046 5.8649 1.7716  0.115
H44 -0.4595 6.0359 3.0700  0.109
H45 -0.0905 6.3072 0.2535  0.092
H46 0.4782 4.1904 0.9834  0.113
H47 1.5316 4.9288 2.2718  0.114
H48 2.9710 4.2942 0.6742  0.116
H49 2.8577 6.0547 0.3926  0.141
H50 3.6515 5.6543 -1.6433  0.088
H51 2.7106 4.7728 -2.8396  0.077
H52 3.6290 3.9452 -1.5558  0.088
C21 5.6217 -0.1008 -2.0185  -0.104
O7 4.8828 -0.1790 -3.2135  -0.223
C22 5.5456 -0.8590 -4.2375  -0.203
C23 4.4361 -1.1711 -5.2976  -0.208
N5 3.3701 -1.8904 -4.7013  -0.074
C24 2.2797 -2.2232 -5.5767  -0.215
C25 1.1760 -2.8353 -4.7045  -0.201
O8 0.5297 -1.7526 -4.0447  -0.267
C26 -0.4306 -2.1974 -3.1158  -0.094
H53 6.6380 0.3195 -2.2368  0.110
H54 5.6922 -1.1347 -1.6365  0.086
H55 5.1950 0.4418 -1.1422  0.071
H56 5.8933 -1.7529 -3.8161  0.097
H57 6.3864 -0.3539 -4.7439  0.130
H58 4.8736 -1.8171 -6.1171  0.137
H59 4.0660 -0.3047 -5.8131  0.108
H60 2.9860 -1.2180 -4.0460  0.083
H61 2.6486 -3.0269 -6.2312  0.125
H62 1.8581 -1.4291 -6.2270  0.128
H63 1.6206 -3.5228 -3.9795  0.127
H64 0.4844 -3.3894 -5.3403  0.121
H65 0.1342 -2.6830 -2.2627  0.096
H66 -1.1943 -2.9479 -3.5471  0.109
H67 -0.9162 -1.2893 -2.8135  0.058
C27 5.5515 -4.8189 0.5481  -0.137
O9 4.9371 -4.9004 1.8233  -0.200
C28 4.6721 -3.5538 2.3345  -0.187
C29 4.0768 -3.6614 3.7380  -0.192
N6 3.7296 -2.3149 4.2456  -0.056
C30 4.8888 -1.8733 4.9879  -0.208
C31 4.6703 -0.5328 5.7581  -0.230
O10 4.4453 0.5630 4.9087  -0.257
C32 4.1266 1.7510 5.7349  -0.036
H68 4.9577 -4.2410 -0.1878  0.077
H69 5.6676 -5.8277 0.1435  0.081
H70 6.5989 -4.3782 0.5996  0.102
H71 3.9961 -3.1230 1.5819  0.096
H72 5.5825 -2.9037 2.3980  0.128
H73 4.8137 -4.0390 4.4596  0.107
H74 3.2433 -4.3547 3.7838  0.117
H75 2.9205 -2.4239 4.8439  0.051
H76 5.6532 -1.5804 4.2964  0.103
H77 5.3446 -2.5847 5.7061  0.123
H78 5.4781 -0.2845 6.4652  0.118
H79 3.7925 -0.5748 6.4434  0.122
H80 4.9999 1.8471 6.3711  0.084
H81 3.2141 1.4920 6.2637  0.073
H82 3.9496 2.5975 5.0946  0.086
C33 -6.5847 -5.8030 -1.9306  -0.148
O11 -5.5021 -5.0911 -2.3768  -0.189
C34 -5.4605 -5.0732 -3.7939  -0.211
C35 -4.1776 -4.3535 -4.1853  -0.228
N7 -4.2476 -2.9279 -4.0479  -0.047
C36 -4.1916 -2.3170 -2.7363  -0.222
C37 -4.3017 -0.8189 -2.6795  -0.244
O12 -3.1858 -0.1211 -3.2310  -0.227
C38 -3.1577 1.3627 -3.1537  -0.035
H83 -7.5172 -5.2415 -1.9355  0.084
H84 -6.3607 -6.0929 -0.8986  0.077
H85 -6.8785 -6.7075 -2.4874  0.093
H86 -6.3299 -4.5760 -4.1906  0.121
H87 -5.4038 -6.0958 -4.2189  0.130
H88 -3.9318 -4.5148 -5.1811  0.092
H89 -3.3521 -4.8973 -3.6644  0.130
H90 -3.4622 -2.5867 -4.6214  0.111
H91 -3.2674 -2.5440 -2.1514  0.113
H92 -5.0896 -2.7325 -2.1838  0.119
H93 -4.5008 -0.5663 -1.6352  0.103
H94 -5.2034 -0.4726 -3.1604  0.118
H95 -3.2616 1.7512 -4.1792  0.091
H96 -2.2377 1.6218 -2.6830  0.053
H97 -4.0304 1.5662 -2.5525  0.074
C39 -2.1181 1.4680 3.9341  -0.128
O13 -1.5743 0.9488 2.7663  -0.214
C40 -2.0518 1.5620 1.5684  -0.190
C41 -1.3682 0.9865 0.3424  -0.190
N8 0.0522 0.9779 0.3140  -0.042
C42 0.6644 1.0297 -0.9302  -0.238
C43 2.1201 1.0840 -0.6863  -0.169
O14 2.5752 -0.0592 0.0592  -0.242
C44 2.7181 -1.1924 -0.7057  -0.114
H98 -3.2074 1.3415 3.9669  0.091
H99 -1.8507 2.5521 4.0412  0.099
H100 -1.6868 0.9057 4.7354  0.064
H101 -1.9127 2.7128 1.6097  0.137
H102 -3.1332 1.4416 1.5215  0.114
H103 -1.7153 1.5530 -0.5431  0.112
H104 -1.7029 -0.0001 0.1206  0.110
H105 0.4186 0.2135 0.8605  0.100
H106 0.4729 1.9806 -1.4553  0.136
H107 0.3612 0.1882 -1.5352  0.105
H108 2.3449 1.9429 -0.0486  0.127
H109 2.6922 1.0750 -1.6098  0.118
H110 3.1433 -1.0496 -1.7164  0.081
H111 1.8859 -1.8950 -0.6699  0.072
H112 3.5535 -1.8055 -0.2459  0.091
N9 6.4470 2.2346 2.4468  0.136
C45 5.5817 1.9061 1.3955  -0.611
N10 4.6058 1.0184 1.8657  0.157
O15 5.5923 2.4191 0.2677  -0.012
H113 6.2382 1.7812 3.3266  0.070
H114 7.3140 2.7575 2.3827  0.102
H115 4.0111 0.4651 1.1681  0.098
H116 4.6161 0.7867 2.8379  0.038
N11 0.8842 1.0032 -4.4228  0.173
C46 -0.1671 1.6437 -5.0820  -0.652
N12 -0.9871 0.6885 -5.6721  0.156
O16 -0.3766 2.8180 -5.2094  0.042
H117 1.5595 1.6438 -3.9895  0.108
H118 1.0425 0.0172 -4.3153  0.042
H119 -1.5683 0.9879 -6.4159  0.089
H120 -0.8663 -0.3077 -5.5638  0.083
N13 1.0856 2.4894 3.4558  0.178
C47 1.1923 1.2097 4.0021  -0.671
N14 1.6798 0.2045 3.2245  0.189
O17 0.9871 1.0816 5.1897  0.010
H121 0.7609 2.4766 2.5132  0.050
H122 0.6707 3.1542 4.0787  0.092
H123 1.9362 0.3197 2.2481  0.069
H124 2.2972 -0.4204 3.7888  0.092

Properties
- energy relative to the best compared isomer or geometry (same formula, charge and spin) (kcal per mole) = 7.6
- gap between HOMO and LUMO (eV) = 8.9
- M (g mol⁻¹) = 1157.59
- SMILES = COC[C@H](C)N.COC[C@H](C)N.COCCNCCOC.COCCNCCOC.COCCNCCOC.COCCNCCOC.COCCNCCOC.COCCNCCOC.NC(N)=O.NC(N)=O.NC(N)=O
- max |F| (eV Å⁻¹) = 3.79

=====

This record from OMol25 describes a molecular structure, C47H128MnN11O12. The level of theory is the ωB97M-V functional and the def2-TZVPD basis.

Each line ends with the Löwdin charge.
Geometry (Å):
Mn1 13.8102 10.9243 19.2690  0.940
C1 10.1450 9.2255 17.3434  -0.073
C2 10.9418 9.3141 18.6233  -0.569
C3 11.2204 7.8938 19.1338  -0.050
O1 12.0812 10.0811 18.4016  -0.312
H1 9.1933 8.7154 17.5428  0.058
H2 10.6479 8.5947 16.6069  0.059
H3 9.8633 10.2025 16.9467  0.074
H4 10.2182 9.7560 19.3362  0.096
H5 10.2879 7.3406 19.2460  0.072
H6 11.6548 7.9287 20.1393  0.056
H7 11.9848 7.4605 18.4842  0.069
C4 11.7406 11.8210 22.9770  -0.038
C5 12.1516 11.7108 21.5057  -0.372
C6 12.5598 13.0841 21.0098  -0.148
O2 12.9796 12.9190 19.6377  -0.296
C7 13.2082 14.1750 18.9975  -0.055
N1 13.3027 10.7628 21.4051  0.029
H8 10.6984 12.1262 23.1150  0.088
H9 12.3772 12.4632 23.5909  0.091
H10 11.7267 10.8729 23.5130  0.063
H11 11.3053 11.2749 20.9726  0.127
H12 13.4592 13.4761 21.4935  0.143
H13 11.6891 13.7354 21.1081  0.136
H14 12.3427 14.8226 19.1539  0.087
H15 13.3857 13.9862 17.9444  0.078
H16 14.0434 14.7141 19.4554  0.101
H17 14.0069 11.0612 22.0771  0.096
H18 12.9622 9.8603 21.7752  0.054
C8 14.2986 5.6452 16.6490  -0.066
C9 15.1719 5.1917 15.4787  -0.420
C10 16.3628 6.1361 15.2264  -0.210
O3 16.0656 7.4349 14.7676  -0.190
C11 15.2305 7.5080 13.6248  -0.094
N2 15.6996 3.8430 15.7862  0.039
H19 13.6653 6.4868 16.3299  0.064
H20 14.8781 6.0038 17.5004  0.063
H21 13.5794 4.8867 16.9596  0.076
H22 14.5876 5.1763 14.5559  0.124
H23 17.1544 5.6406 14.6511  0.127
H24 16.9065 6.2645 16.1723  0.121
H25 15.5947 6.8415 12.8406  0.099
H26 15.2443 8.5231 13.2301  0.083
H27 14.1855 7.3081 13.8741  0.066
H28 16.1996 3.9500 16.6652  0.072
H29 14.8909 3.2625 15.9716  0.065
C12 5.9581 16.6607 15.1549  -0.073
C13 6.9639 15.7319 14.5008  -0.427
C14 7.0411 14.3730 15.1678  -0.242
O4 8.0483 13.5647 14.6194  -0.180
C15 7.8930 12.1977 14.9215  -0.110
N3 6.4661 15.5722 13.1233  0.032
H30 5.8099 17.5720 14.5849  0.080
H31 6.1957 16.8692 16.2029  0.072
H32 4.9820 16.1657 15.2111  0.081
H33 7.9630 16.1737 14.4974  0.143
H34 6.0759 13.8503 15.0935  0.129
H35 7.1774 14.4909 16.2592  0.106
H36 8.6843 11.6465 14.4207  0.085
H37 6.9237 11.8235 14.5758  0.093
H38 7.9407 12.0367 16.0042  0.063
H39 7.0987 15.0070 12.5646  0.071
H40 5.5961 15.0503 13.1482  0.073
C16 12.3252 12.6557 15.3147  -0.038
C17 12.2107 11.3018 14.6249  -0.402
C18 12.7978 11.2286 13.2347  -0.236
O5 12.0987 12.0433 12.3273  -0.174
C19 12.8471 12.2240 11.1306  -0.094
N4 12.7200 10.2146 15.4741  0.055
H41 11.6774 12.7836 16.1896  0.070
H42 11.9344 13.4560 14.6812  0.091
H43 13.3218 12.9238 15.6656  0.055
H44 11.1338 11.1161 14.5141  0.127
H45 12.7662 10.1989 12.8446  0.123
H46 13.8859 11.3944 13.2931  0.128
H47 12.1326 12.5418 10.3678  0.090
H48 13.2293 11.2802 10.7339  0.089
H49 13.5588 13.0331 11.2934  0.092
H50 12.3658 10.2622 16.4383  0.033
H51 12.3818 9.3053 15.1774  0.065
C20 7.0402 8.6715 15.5461  -0.080
C21 6.0685 7.6502 16.1276  -0.416
C22 6.5164 7.1048 17.4904  -0.216
O6 5.5292 6.1771 17.9006  -0.190
C23 5.9474 5.3912 18.9854  -0.119
N5 4.7358 8.3061 16.2254  0.041
H52 6.7454 8.8411 14.5098  0.082
H53 8.0712 8.3189 15.4778  0.045
H54 7.0161 9.6169 16.0917  0.064
H55 5.9530 6.8199 15.4302  0.132
H56 6.6375 7.8602 18.2789  0.113
H57 7.5078 6.6423 17.3597  0.117
H58 6.2953 5.9277 19.8738  0.080
H59 6.6932 4.6584 18.6565  0.087
H60 5.0942 4.7986 19.3233  0.089
H61 4.7757 8.9971 16.9762  0.071
H62 4.2167 7.5589 16.6980  0.064
C24 10.6530 6.7655 14.3373  -0.083
C25 9.8970 5.7443 13.4882  -0.412
C26 10.3470 4.3141 13.8034  -0.219
O7 9.5190 3.4394 13.0580  -0.196
C27 9.9075 2.0783 13.2269  -0.094
N6 8.4657 5.9805 13.7708  0.047
H63 10.5033 6.5661 15.4046  0.069
H64 10.4427 7.8129 14.1397  0.071
H65 11.7340 6.5804 14.2410  0.058
H66 10.0237 6.0098 12.4375  0.143
H67 10.1903 4.1443 14.8779  0.125
H68 11.4102 4.1243 13.6268  0.122
H69 9.7374 1.7847 14.2650  0.088
H70 10.9224 1.8981 12.8712  0.088
H71 9.2090 1.5250 12.6007  0.090
H72 8.2083 5.3847 14.5653  0.076
H73 7.9521 5.4295 13.0752  0.079
C28 7.3156 10.4683 22.3035  -0.051
C29 8.1990 9.9550 21.1882  -0.449
C30 8.5957 8.5088 21.4440  -0.218
O8 9.4570 8.3953 22.5450  -0.162
C31 9.8076 7.0316 22.7507  -0.103
N7 7.5142 10.0805 19.9065  0.063
H74 7.8266 10.3588 23.2663  0.077
H75 6.4445 9.8294 22.4701  0.087
H76 7.0223 11.5128 22.2073  0.074
H77 9.1068 10.5811 21.1465  0.105
H78 8.9633 8.0792 20.5003  0.100
H79 7.6576 7.9484 21.5784  0.130
H80 8.8634 6.5071 22.9463  0.111
H81 10.3401 6.9070 23.6920  0.070
H82 10.3212 6.5704 21.9071  0.073
H83 8.0286 9.7811 19.0810  0.038
H84 7.4220 11.0880 19.7285  0.026
C32 17.1200 10.8721 17.3389  -0.045
C33 15.7150 10.3444 17.0906  -0.353
C34 15.3983 8.9874 17.7822  -0.139
O9 14.9269 9.1421 19.1351  -0.297
C35 14.7156 7.8899 19.7924  -0.063
N8 14.7112 11.4460 17.3693  0.022
H85 17.2440 11.2975 18.3327  0.085
H86 17.4573 11.5823 16.5795  0.086
H87 17.7907 10.0407 17.1007  0.089
H88 15.5966 10.0670 16.0399  0.130
H89 16.3223 8.4093 17.8674  0.130
H90 14.6586 8.4131 17.2246  0.107
H91 14.0306 7.3044 19.1805  0.062
H92 14.3224 8.0119 20.7988  0.071
H93 15.6770 7.3801 19.8955  0.099
H94 15.1568 12.3016 17.0501  0.094
H95 14.0431 11.2380 16.6157  0.036
C36 9.3428 12.8385 18.4073  -0.049
C37 8.6041 13.4274 19.5942  -0.412
C38 8.8078 14.9420 19.6269  -0.231
O10 8.1110 15.5069 20.7123  -0.176
C39 8.5610 16.8574 20.9076  -0.087
N9 7.1840 13.1009 19.3661  0.053
H96 8.9938 13.3047 17.4860  0.072
H97 9.1068 11.7739 18.4870  0.058
H98 10.4313 12.8405 18.4699  0.070
H99 8.9681 12.9145 20.4886  0.128
H100 8.4532 15.3460 18.6688  0.129
H101 9.8940 15.1164 19.6714  0.110
H102 8.5205 17.3925 19.9615  0.090
H103 9.5352 16.9123 21.3994  0.084
H104 7.8813 17.2701 21.6531  0.090
H105 6.9059 13.4392 18.4489  0.072
H106 6.6052 13.6128 20.0267  0.088
C40 13.9361 8.8171 24.5616  -0.047
C41 13.2852 7.6745 23.8027  -0.414
C42 12.6809 6.6457 24.7712  -0.175
O11 12.0081 5.7007 23.9590  -0.269
C43 11.1943 4.7929 24.6660  -0.092
N10 12.3637 8.1205 22.7822  0.064
H107 14.2056 9.6218 23.8800  0.056
H108 14.8779 8.5494 25.0464  0.088
H109 13.3571 9.2476 25.3836  0.087
H110 14.1043 7.1318 23.3162  0.114
H111 11.9837 7.1433 25.4573  0.132
H112 13.4612 6.1867 25.3839  0.139
H113 10.5579 5.3626 25.3524  0.095
H114 11.7523 4.0505 25.2455  0.097
H115 10.5791 4.2413 23.9565  0.098
H116 11.8803 7.3255 22.3726  0.011
H117 11.5873 8.6135 23.2268  0.076
C44 12.2303 4.9911 20.8629  -0.051
C45 13.3271 4.1479 21.4937  -0.408
C46 13.6847 2.8880 20.7354  -0.209
O12 14.6432 2.1707 21.5057  -0.185
C47 14.8394 0.8917 20.9344  -0.111
N11 14.5447 5.0044 21.5760  0.073
H118 12.0570 5.8613 21.4920  0.025
H119 11.3423 4.4007 20.6224  0.095
H120 12.5327 5.4058 19.8968  0.065
H121 13.0738 3.8845 22.5278  0.128
H122 14.1347 3.2191 19.7906  0.130
H123 12.7848 2.2860 20.5870  0.129
H124 13.9133 0.3206 20.8458  0.088
H125 15.5370 0.3264 21.5547  0.090
H126 15.3525 0.9599 19.9679  0.089
H127 14.4186 5.5947 22.3873  0.039
H128 15.3238 4.3593 21.6455  0.072

Properties
- energy relative to the best compared isomer or geometry (same formula, charge and spin) (kcal per mole) = 0.0
- multiplicity = 6
- gap between HOMO and LUMO (spin up / spin down) (eV) = 8.5 / 8.3
- M (g mol⁻¹) = 1094.54
- charge = +1
- max |F| (eV Å⁻¹) = 2.27